# C16H23Cl2NO2S2

A structure of composition C16H23Cl2NO2S2 (ωB97M-V/def2-TZVPD, the OMol25 dataset).

Output
HOMO: -8.7 eV
frontier orbital gap: 8.96 eV
E_LUMO: 0.008 Eh

```
! wB97M-V def2-TZVPD RIJCOSX def2/J DEFGRID3
* xyz 0 1
C 1.10 3.68 -5.48
H 0.26 2.92 -5.88
C 1.11 3.33 -3.97
C 1.46 2.04 -3.65
C 1.50 1.91 -2.22
C 0.44 2.14 -1.39
H -0.29 1.62 -1.76
H 0.07 3.01 -1.42
S 0.71 1.45 0.24
N 1.41 0.11 0.35
S 1.06 -1.28 -0.64
O 2.02 -1.83 -1.42
O -0.46 -0.71 -1.36
C 0.41 -2.33 0.75
C -1.06 -2.75 0.66
C -1.31 -3.41 1.81
C -0.61 -3.76 2.91
C 0.81 -3.32 2.81
C 1.21 -2.77 1.76
H 2.35 -2.21 1.73
H 1.41 -3.70 3.48
C -0.81 -4.67 3.93
H -0.08 -5.15 4.55
H -1.42 -5.51 3.62
H -1.73 -4.37 4.40
H -2.44 -3.94 1.85
H -1.75 -2.30 -0.01
C -0.98 0.98 0.75
C -1.00 0.68 2.18
C -2.37 0.33 2.92
C -1.50 1.30 3.29
H -1.12 1.28 4.19
H -1.84 2.38 3.16
Cl -2.61 -1.05 3.83
Cl -3.91 0.72 1.99
H -0.15 -0.31 2.36
H -1.51 0.31 -0.05
H -1.41 2.16 0.84
H 2.53 2.53 -1.83
H 2.27 0.84 -2.08
H 0.78 1.45 -3.86
H 2.71 1.92 -4.18
H 0.19 3.83 -3.67
H 1.81 4.32 -3.63
H 0.80 4.68 -5.96
H 1.92 3.42 -5.90
*
```

***

# C16H23Cl3CoN3O7PS2Si

A structure of composition C16H23Cl3CoN3O7PS2Si (ωB97M-V/def2-TZVPD, the OMol25 dataset).

Output
HOMO (alpha / beta): -1.1 / -1.7 eV
frontier orbital gap (alpha / beta): 5.42 / 6.02 eV
E_LUMO (alpha / beta): 0.159 / 0.159 Eh

```
! wB97M-V def2-TZVPD RIJCOSX def2/J DEFGRID3
* xyz -2 2
Co -1.13 0.18 -0.88
C -1.97 5.51 -1.51
S -2.33 4.73 0.07
C -1.86 3.02 -0.25
S -0.89 2.58 -1.53
N -2.40 2.29 0.71
N -2.12 0.97 0.59
C -2.57 0.20 1.53
C -2.32 -1.22 1.42
C -2.80 -2.15 2.35
C -2.49 -3.48 2.17
C -1.71 -3.87 1.08
C -1.28 -2.89 0.20
N -1.56 -1.61 0.37
H -2.15 6.58 -1.37
H -2.62 5.12 -2.29
H -0.93 5.35 -1.80
H -3.15 0.61 2.34
H -3.42 -1.82 3.17
H -2.85 -4.22 2.87
H -1.46 -4.90 0.90
H -0.70 -3.11 -0.70
O -0.28 0.87 -5.07
C -0.79 0.27 -4.13
O -1.98 0.44 -3.69
C 0.02 -0.86 -3.40
O 0.81 -1.61 -3.98
O -0.22 -0.95 -2.14
Cl -4.35 1.34 -2.98
Si -3.04 -0.13 -2.17
Cl -3.25 -1.95 -3.26
Cl -4.62 -0.78 -0.70
C 3.66 -1.88 -1.07
C 2.23 -1.92 -0.57
O 2.04 -0.87 0.41
P 0.91 0.31 0.34
O 1.79 1.62 0.06
C 2.97 1.94 0.80
C 4.14 2.05 -0.15
O 0.77 0.48 1.97
C 0.60 -0.65 2.82
C 1.86 -0.88 3.64
H 3.82 -2.71 -1.75
H 4.38 -1.93 -0.25
H 3.83 -0.96 -1.64
H 2.02 -2.86 -0.05
H 1.52 -1.81 -1.39
H 3.16 1.18 1.56
H 2.78 2.89 1.31
H 4.42 1.08 -0.55
H 5.01 2.48 0.36
H 3.88 2.70 -0.99
H 0.36 -1.54 2.24
H -0.25 -0.43 3.47
H 2.69 -1.15 2.98
H 1.70 -1.68 4.36
H 2.12 0.03 4.18
*
```

***

# C16H23F9O14S2

A structure of composition C16H23F9O14S2 (ωB97M-V/def2-TZVPD, the OMol25 dataset).

Output
HOMO: -11.0 eV
frontier orbital gap: 11.35 eV
E_LUMO: 0.013 Eh

```
! wB97M-V def2-TZVPD RIJCOSX def2/J DEFGRID3
* xyz 0 1
C -6.38 2.68 -22.23
C -5.82 3.09 -23.60
O -6.91 3.69 -24.34
C -6.63 4.03 -25.59
O -5.60 3.85 -26.17
C -7.83 4.72 -26.27
F -8.92 4.76 -25.49
F -7.49 5.98 -26.59
F -8.14 4.06 -27.40
H -5.56 2.17 -21.73
H -7.20 2.01 -22.47
H -6.76 3.44 -21.55
H -5.48 2.19 -24.10
H -5.06 3.86 -23.50
C -12.75 -2.44 -23.28
C -12.51 -1.39 -24.35
O -11.11 -1.07 -24.49
C -10.58 -0.32 -23.56
O -11.13 0.18 -22.62
C -9.08 -0.08 -23.82
F -8.53 -0.94 -24.68
F -8.91 1.16 -24.30
F -8.41 -0.17 -22.66
H -13.83 -2.59 -23.19
H -12.36 -2.10 -22.33
H -12.32 -3.41 -23.52
H -13.07 -0.49 -24.10
H -12.83 -1.77 -25.32
C -14.25 4.69 -19.11
C -14.91 5.86 -19.82
O -14.29 6.16 -21.07
C -14.63 5.42 -22.10
O -15.29 4.42 -22.08
C -13.97 5.94 -23.40
F -13.02 5.09 -23.77
F -14.89 6.02 -24.37
F -13.42 7.14 -23.25
H -14.62 3.72 -19.45
H -14.46 4.76 -18.04
H -13.17 4.73 -19.22
H -14.82 6.76 -19.22
H -15.98 5.68 -19.96
C -12.54 10.97 -21.55
C -12.34 9.49 -21.21
O -13.62 9.08 -20.65
S -14.59 10.32 -20.43
O -15.09 10.30 -19.11
O -15.48 10.42 -21.53
O -13.46 11.44 -20.55
H -12.98 11.08 -22.54
H -11.63 11.57 -21.49
H -11.61 9.36 -20.42
H -12.14 8.86 -22.06
C -10.96 3.36 -20.90
C -10.27 3.36 -22.30
O -10.34 4.73 -22.69
S -9.99 5.61 -21.40
O -10.57 6.88 -21.57
O -8.64 5.43 -21.01
O -10.93 4.73 -20.45
H -10.46 2.66 -20.24
H -12.03 3.15 -20.97
H -10.73 2.72 -23.04
H -9.22 3.10 -22.14
*
```

***

# C16H23HgNO3P2

A structure of composition C16H23HgNO3P2 (ωB97M-V/def2-TZVPD, the OMol25 dataset).

Output
HOMO (alpha / beta): -9.2 / -11.7 eV
frontier orbital gap (alpha / beta): 6.54 / 8.08 eV
E_LUMO (alpha / beta): -0.096 / -0.132 Eh

```
! wB97M-V def2-TZVPD RIJCOSX def2/J DEFGRID3
* xyz 1 2
Hg 0.19 0.26 -0.20
O -0.43 -3.03 -0.97
C -1.33 -3.53 -1.60
O -2.56 -1.16 -0.32
C -3.15 -2.15 -0.62
O -4.49 -2.32 -0.39
N -2.68 -3.30 -1.29
C -4.88 -3.67 -0.71
C -3.80 -4.16 -1.67
H -5.87 -3.64 -1.16
H -4.90 -4.25 0.20
H -4.08 -4.01 -2.71
H -3.57 -5.21 -1.51
C -1.11 -4.43 -2.76
C 0.11 -4.89 -3.03
H -1.94 -4.69 -3.41
H 0.95 -4.64 -2.40
H 0.29 -5.53 -3.89
C -0.38 4.21 -0.35
P 0.36 2.54 -0.50
C 0.45 2.53 -2.32
C 1.81 2.76 0.61
C 2.56 3.95 0.46
C 3.67 4.21 1.25
C 4.08 3.29 2.20
C 3.39 2.10 2.37
C 2.24 1.79 1.59
P 1.36 0.16 1.77
C 2.40 -0.62 3.05
C -0.13 0.87 2.53
H -1.36 4.22 -0.88
H 0.24 5.00 -0.80
H -0.57 4.44 0.72
H 0.86 3.49 -2.70
H 1.11 1.70 -2.64
H -0.57 2.37 -2.74
H 2.30 4.69 -0.28
H 4.23 5.13 1.11
H 4.95 3.50 2.81
H 3.79 1.44 3.11
H 2.47 0.01 3.96
H 1.92 -1.57 3.36
H 3.41 -0.86 2.64
H 0.13 1.36 3.49
H -0.63 1.61 1.88
H -0.85 0.05 2.74
*
```

***

Going through the records in order, we get strongest force on any atom values of 13.83, 1.45, 1.64, 4.92 eV/A.
Going through the records in order, we get energy above the lowest of the compared OMol25 structures with the same formula, charge and spin values of 0.0, 30.4, 0.0, 128.1 kJ/mol.